Record 1
The following is a DFT calculation (ωB97M-V/def2-TZVPD) of the molecule C4H7NO.

XYZ file:
```
13
Properties=species:S:1:pos:R:3:forces:R:3:mulliken_charge:R:1
C -0.002035 1.224444 0.908440 -0.7 -1.0 0.8 -0.93
C 0.183621 0.936222 -0.589524 -0.2 -0.5 0.2 -0.39
C 0.672803 -0.506914 -0.474369 0.2 -0.4 -0.6 -0.65
N -0.219201 -1.253601 0.413735 -0.2 -1.6 -0.8 -0.37
C -0.995543 -2.073898 -0.029164 -0.4 -0.2 0.7 0.57
O -1.806375 -2.860555 -0.310541 0.1 0.0 -0.1 -0.43
H -0.380304 0.087245 1.326408 1.5 4.0 -0.1 0.35
H -0.851581 1.842693 1.168461 0.0 0.6 -0.2 0.35
H 0.933840 1.684136 1.301284 -0.7 -0.7 0.2 0.24
H 0.922864 1.525630 -1.171174 -0.3 -0.1 0.7 0.31
H -0.755743 0.993708 -1.155049 0.1 -0.2 0.2 0.26
H 0.627053 -1.105204 -1.372935 0.8 0.4 -0.7 0.43
H 1.670602 -0.493906 -0.015573 -0.2 -0.2 -0.3 0.24
```
Positions in Å, forces in eV/Å.

Output
* SMILES string: CCCN=C=O
* LUMO energy: 0.746 eV
* HOMO-LUMO gap: 10.757 eV



Record 2
The following is a DFT calculation (ωB97M-V/def2-TZVPD) of the molecule C8H18BN3O3.

XYZ file:
```
33
Properties=species:S:1:pos:R:3:forces:R:3:mulliken_charge:R:1
N -1.843641 -1.609759 0.267067 -0.2 1.5 2.3 -0.49
C -2.884596 -0.642427 0.741582 0.0 0.3 -0.9 -0.41
C -2.412884 0.705883 1.355206 -2.0 -1.0 -1.4 -1.39
C -1.595463 1.591109 0.470163 1.3 1.1 -1.0 0.39
N -2.515492 2.462340 -0.306674 1.4 -0.4 0.2 -0.80
C -0.683119 0.825458 -0.565982 0.7 -0.9 -0.1 0.43
O -1.025296 0.766679 -1.740588 0.6 0.2 0.5 -0.65
N 0.507696 0.219005 -0.129480 -1.0 0.2 -1.0 0.10
C 0.833524 -0.073366 1.243252 1.0 0.2 1.5 -0.42
C 1.664386 -1.409238 1.298842 -1.7 -0.2 -0.5 -0.58
C 1.999498 -1.657182 -0.185817 -1.2 0.0 0.1 -0.91
C 1.461990 -0.476147 -1.026942 0.1 0.6 -1.6 -0.29
B 2.680918 0.447587 -1.596800 2.8 0.0 -0.2 0.75
O 3.260425 0.069983 -2.826091 -0.5 0.3 -0.5 -0.61
O 3.457275 1.325487 -0.817605 -0.8 -0.2 0.1 -0.61
H -2.254312 -2.236190 -0.362266 -0.5 -0.9 -1.1 0.22
H -1.054505 -1.141829 -0.144843 -0.2 -0.3 -0.3 0.10
H -3.497005 -1.108306 1.534272 0.1 0.0 -0.6 0.39
H -3.529424 -0.337182 -0.120950 0.1 -0.5 0.6 0.27
H -1.904276 0.479316 2.211878 1.2 -0.4 2.5 0.46
H -3.390836 1.188071 1.625223 1.1 0.0 -0.1 0.44
H -0.829944 2.199690 1.038678 -1.1 -0.3 -0.2 0.39
H -3.238188 1.813373 -0.612409 0.0 0.4 -0.4 0.31
H -1.953589 2.697792 -1.141589 -1.0 0.0 0.3 0.36
H -0.048241 -0.144234 1.862859 -0.2 -0.1 0.0 -0.05
H 1.447567 0.736339 1.676885 -0.1 -0.2 -0.2 0.48
H 2.569202 -1.306417 1.892967 -0.3 0.0 0.3 0.32
H 0.975109 -2.269083 1.666733 1.4 1.5 -0.4 0.30
H 3.021668 -1.799563 -0.416196 1.2 -0.3 0.1 0.46
H 1.462526 -2.561792 -0.436549 0.0 -0.2 -0.5 0.33
H 1.029270 -0.885869 -1.997856 -0.2 0.6 1.4 0.11
H 3.918496 0.585335 -3.364801 -1.1 -0.6 1.5 0.30
H 4.371264 1.545136 -1.092169 -1.1 -0.3 -0.1 0.29
```
Positions in Å, forces in eV/Å.

Output
* SMILES string: NCC[C@H](N)C(=O)N1CCC[C@@H]1B(O)O
* LUMO energy: 0.201 eV
* HOMO-LUMO gap: 9.199 eV



Record 3
The following is a DFT calculation (ωB97M-V/def2-TZVPD) of a structure of composition C34H57F2FeO11.

XYZ file:
```
105
Properties=species:S:1:pos:R:3:forces:R:3:lowdin_spin:R:1
Fe 0.235580 0.533994 -0.991912 0.9 1.8 0.8 4.27
C 2.769470 3.694024 -0.114472 -0.8 0.3 -0.3 0.01
C 1.334050 3.490174 0.459178 0.9 -2.3 -0.5 0.02
O 0.809150 2.206704 0.032248 -0.1 0.1 -0.1 0.21
H 2.675730 4.193074 -1.078972 0.4 0.1 0.0 0.00
H 3.297930 2.752374 -0.263202 -0.4 -0.2 0.0 0.00
H 3.402290 4.278594 0.553298 -0.1 0.3 0.0 0.00
H 0.663690 4.325344 0.256138 -0.1 0.0 -0.5 0.00
H 1.490150 3.526624 1.537328 -0.4 -0.5 0.4 0.00
C -3.363000 2.616134 -2.241952 -1.5 -0.3 0.6 0.01
C -2.111430 2.077134 -2.821082 2.1 -0.4 0.3 0.02
O -1.383780 1.340734 -1.882222 0.9 -0.5 1.3 0.17
H -4.028310 1.789304 -1.993312 -0.4 0.0 -0.1 0.00
H -3.893890 3.345584 -2.853622 0.0 -0.2 -0.4 0.00
H -3.207840 3.133594 -1.295232 0.5 0.0 0.0 0.00
H -1.566640 2.953584 -3.171982 0.6 0.2 -0.2 0.00
H -2.171900 1.387154 -3.662722 -1.0 0.3 -0.6 0.00
C 2.864350 -2.252406 1.109548 0.8 0.4 1.0 0.00
C 2.856150 -1.599746 -0.238502 -2.0 0.9 -1.1 0.02
O 1.675660 -0.821656 -0.471852 -0.2 0.3 0.1 0.17
H 1.952110 -2.744956 1.446178 -0.2 0.3 -0.3 0.00
H 3.155750 -1.468996 1.809158 -0.4 0.0 0.5 0.00
H 3.662340 -2.990286 1.192288 0.2 -0.2 -0.2 0.00
H 2.937300 -2.387226 -0.987762 -0.1 -0.2 -0.5 0.00
H 3.733010 -0.965296 -0.367692 0.3 0.0 0.1 0.00
O -0.543800 -1.333716 -2.101442 -0.5 -1.7 0.2 0.01
C -1.329100 -2.206326 -2.435862 0.7 1.5 -1.0 0.00
O -1.292870 -3.495906 -2.071982 0.1 1.2 -0.6 0.00
C -0.242270 -3.913656 -1.206312 -1.2 -1.9 1.7 0.00
C -0.615640 -5.440856 -0.944582 1.2 1.5 -0.4 0.00
C -2.383700 -1.922716 -3.483212 -0.5 -0.8 0.6 0.00
H -0.344780 -3.381006 -0.260862 0.1 0.2 -0.1 0.00
H 0.769670 -3.715926 -1.559812 -0.2 -0.1 -0.5 0.00
H -1.659870 -5.591916 -0.670952 0.0 0.4 0.0 0.00
H 0.018490 -5.789246 -0.129352 0.0 -0.3 -0.2 0.00
H -0.436080 -5.995096 -1.865812 0.1 -0.2 0.2 0.00
H -1.948040 -1.516556 -4.396092 0.1 -0.2 0.1 0.00
H -3.109900 -1.196836 -3.117402 0.3 0.1 0.1 0.00
H -2.903540 -2.868076 -3.638672 -0.1 0.2 -0.5 0.00
O -0.969070 -0.256746 0.507898 -2.6 -0.4 2.0 0.03
C -1.859510 -0.482446 1.364078 2.6 -1.3 -0.9 0.00
O -2.593300 0.385444 1.994168 -1.0 0.0 -0.2 0.00
C -2.616580 1.800524 1.640348 0.3 0.8 0.6 0.00
C -1.546710 2.514274 2.458888 0.3 -0.6 -1.2 0.00
C -2.115620 -1.964856 1.850328 0.2 0.8 -1.0 0.00
H -3.573130 2.254844 1.898638 -0.4 -0.9 0.3 0.00
H -2.545390 1.955064 0.563718 0.7 -0.4 0.0 0.00
H -1.730550 2.629654 3.527058 -0.4 0.1 -0.2 0.00
H -1.427770 3.456964 1.924748 0.4 0.2 0.5 0.00
H -0.643780 1.913154 2.351848 0.3 0.4 -0.1 0.00
H -1.439620 -2.681566 1.384018 0.3 0.5 -0.2 0.00
H -3.087380 -2.249716 1.447038 -0.3 0.1 0.6 0.00
H -2.019770 -2.150136 2.920178 -0.4 0.6 0.0 0.00
O -6.475560 0.001324 0.206528 0.1 -1.7 -0.6 0.00
C -6.027860 -1.047156 -0.261922 1.1 4.1 1.3 0.00
O -6.592240 -2.184706 -0.288262 -1.7 -3.7 0.3 0.00
C -7.945870 -2.375906 0.189868 -1.2 -0.9 -0.8 0.00
C -8.360220 -3.907676 0.025918 1.5 1.1 0.6 0.00
C -4.688250 -1.152526 -0.914092 0.2 0.7 -0.2 0.00
H -8.535870 -1.835256 -0.550202 -0.4 0.4 0.6 0.00
H -8.040300 -1.986086 1.203388 -0.1 0.0 -0.2 0.00
H -9.354990 -4.262166 0.295848 -0.4 1.1 -0.2 0.00
H -7.767280 -4.487796 0.733008 0.6 -0.2 -0.4 0.00
H -8.154330 -4.147066 -1.017342 0.1 -0.4 0.2 0.00
H -4.160270 -0.200276 -0.863522 -0.1 0.0 0.0 0.00
H -4.959810 -1.353286 -1.950452 0.6 -0.3 -0.1 0.00
H -4.062410 -1.929266 -0.474672 -0.2 -0.2 -0.3 0.00
O 1.335820 0.874544 -2.738002 1.1 0.3 -1.6 0.03
C 1.973640 1.364664 -3.678942 -1.9 1.1 2.7 0.00
O 1.961020 0.885104 -4.867562 -0.1 -1.1 -2.5 0.00
C 1.319220 -0.381196 -5.230042 0.6 -1.4 0.8 0.00
C 2.068460 -1.565526 -4.594302 -0.3 1.0 0.2 0.00
C 2.747560 2.672914 -3.540072 0.4 -0.9 -0.1 0.00
H 1.415760 -0.556386 -6.301532 0.0 1.0 0.0 0.00
H 0.270500 -0.481896 -4.950492 0.0 0.9 0.2 0.00
H 1.925460 -1.546576 -3.513892 0.1 -0.1 0.0 0.00
H 3.125050 -1.441576 -4.831662 0.0 -0.4 0.0 0.00
H 1.640700 -2.480976 -5.003032 0.3 -0.1 0.0 0.00
H 3.528820 2.396024 -2.832212 0.1 0.4 0.1 0.00
H 2.173250 3.502194 -3.127062 -0.2 -0.5 0.1 0.00
H 3.214150 2.997174 -4.470262 -0.1 -0.2 0.0 0.00
F 1.421140 3.665514 6.601848 0.2 -0.4 -0.3 0.00
C 1.321980 2.543994 5.851568 0.3 -0.5 -1.2 0.00
C 0.330160 1.630464 6.114368 -1.1 0.4 1.0 0.00
C 0.136910 0.505044 5.352218 0.5 -0.5 -0.7 0.00
C 0.954300 0.286324 4.274298 0.8 0.2 -0.9 0.00
C 1.949990 1.222594 3.941998 -0.3 -0.3 0.2 0.00
C 2.167120 2.330174 4.736758 -0.6 0.6 1.2 0.00
H -0.428610 1.767564 6.870588 0.3 0.5 0.5 0.00
H -0.640610 -0.214796 5.561248 -0.1 0.1 0.3 0.00
H 0.831560 -0.592326 3.658408 0.0 0.0 -0.2 0.00
H 2.536970 1.111934 3.042218 0.1 -0.2 -0.1 0.00
H 2.947900 3.049964 4.540068 0.0 0.0 -0.2 0.00
F 9.211690 1.389214 2.309708 0.7 0.2 0.2 0.00
C 7.911510 1.467074 2.024428 -1.0 -1.1 0.8 0.00
C 7.510290 1.660394 0.745338 -0.2 0.6 -0.6 0.00
C 6.140630 1.702434 0.478788 0.3 -1.4 -0.1 0.00
C 5.210870 1.281394 1.433748 0.1 1.0 0.4 0.00
C 5.616640 1.080804 2.763568 1.4 -0.3 -1.0 0.00
C 6.999400 1.136604 3.017288 -0.3 0.4 0.4 0.00
H 8.285350 1.718164 -0.004572 -0.2 0.4 -0.3 0.00
H 5.862800 1.820604 -0.558152 -0.3 0.2 0.0 0.00
H 4.173350 1.202704 1.144338 -0.2 0.0 0.1 0.00
H 4.946050 0.769944 3.551008 -0.1 0.1 -0.1 0.00
H 7.430160 0.923344 3.984418 -0.2 0.0 0.2 0.00
```
Positions in Å, forces in eV/Å.

Output
* LUMO energy (spin up / spin down): 0.398 / -0.013 eV
* 2S+1: 6
* HOMO-LUMO gap (spin up / spin down): 8.388 / 7.477 eV



Record 4
The following is a DFT calculation (ωB97M-V/def2-TZVPD) of a structure of composition C3H5BrClI.

XYZ file:
```
11
Properties=species:S:1:pos:R:3:forces:R:3:mulliken_charge:R:1
C 1.003377 -0.291645 0.171220 -1.4 0.3 1.7 -0.93
C 0.153503 -1.358245 0.585321 -4.6 -2.5 -2.2 0.00
C -0.477504 1.723972 -0.745967 -1.9 -3.6 0.1 -0.61
Cl 0.475508 -2.422631 2.076119 0.4 0.8 -1.0 -0.22
Br -0.365033 1.349144 -2.547274 0.0 0.1 -0.5 -0.04
I -2.319394 1.493083 0.239139 0.4 -0.1 -0.3 0.14
H 1.185752 0.357806 0.973717 1.3 1.3 0.4 0.41
H 1.404569 -0.369229 -0.780187 1.2 0.5 -1.3 0.47
H -0.044136 -2.031708 -0.386644 0.6 0.8 2.5 0.26
H -0.961944 -1.016407 0.817187 2.2 -0.3 -0.3 0.04
H -0.054697 2.565861 -0.402633 1.9 2.8 0.9 0.49
```
Positions in Å, forces in eV/Å.

Output
* LUMO energy (spin up / spin down): -0.631 / -0.945 eV
* HOMO-LUMO gap (spin up / spin down): 8.036 / 7.797 eV



Record 5
The following is a DFT calculation (ωB97M-V/def2-TZVPD) of a cluster of 3 separate species, C3H11NO3 in total.

XYZ file:
```
18
Properties=species:S:1:pos:R:3:forces:R:3:lowdin_spin:R:1
C -1.128506 0.692184 -0.806322 -3.5 2.9 2.1 -0.04
N 0.091845 0.037975 -0.884641 0.7 -1.0 1.5 0.59
C 1.412506 0.322455 -1.501831 -2.5 1.9 -2.5 0.06
C 2.169322 1.248149 -0.574756 -0.6 0.1 0.9 0.06
O -1.765443 0.958738 0.296185 3.5 -1.9 -4.5 0.30
H -1.571665 1.118988 -1.767790 0.9 -0.6 1.0 0.00
H 0.242383 -0.741262 -0.197723 -0.7 0.3 0.6 0.01
H 1.252742 0.809451 -2.526043 0.2 -0.7 1.4 0.01
H 1.809932 -0.639523 -1.640704 0.9 -1.2 0.0 0.01
H 3.204249 1.141730 -0.806711 0.8 0.1 -0.3 0.01
H 2.034912 0.900631 0.450968 0.1 0.2 0.1 0.00
H 1.831110 2.283540 -0.678587 0.1 -0.3 0.1 0.00
H -2.870275 -0.500775 1.048829 -0.3 -0.5 0.5 0.00
H -2.815494 -0.974486 2.484022 -0.2 0.5 1.4 0.00
O -2.846911 -1.303069 1.604620 0.1 0.0 -1.7 0.01
H -1.142342 -1.613619 1.555320 -0.4 -0.5 1.0 0.00
H 0.268639 -2.041401 2.367133 -0.9 0.1 -0.2 0.00
O -0.177007 -1.699707 1.578031 1.6 0.5 -1.2 0.00
```
Positions in Å, forces in eV/Å.

Output
* charge: +1
* LUMO energy (spin up / spin down): -5.066 / -9.053 eV
* 2S+1: 2
* HOMO-LUMO gap (spin up / spin down): 10.063 / 6.054 eV



Record 6
The following is a DFT calculation (ωB97M-V/def2-TZVPD) of a cluster of 5 separate species, C18H36O16S in total.

XYZ file:
```
71
Properties=species:S:1:pos:R:3:forces:R:3:mulliken_charge:R:1
O -4.531404 -2.161393 3.145790 0.8 -0.8 -0.3 -0.52
S -3.401371 -2.630513 2.413951 1.0 0.0 -1.1 1.03
O -2.412978 -1.713828 1.928992 -0.6 -0.4 0.5 -0.39
O -2.617990 -3.837415 3.188497 -0.8 0.9 0.5 -0.31
C -2.128928 -4.751174 2.253417 0.0 -1.4 -1.4 -0.16
C -3.165845 -4.776615 1.107411 0.2 -0.5 0.1 -0.31
O -3.849561 -3.542837 1.141847 -0.2 1.3 0.8 -0.32
H -1.130008 -4.548940 1.856139 -0.1 0.8 0.2 0.12
H -2.036714 -5.770196 2.633964 -0.3 0.3 0.7 0.33
H -3.959153 -5.519494 1.231585 0.5 -0.2 0.0 0.28
H -2.625281 -4.906711 0.168147 -0.4 0.1 -0.1 0.28
C -1.806764 3.791994 -9.463335 0.0 1.1 -1.1 -1.28
C -1.395376 2.629875 -8.618613 0.7 0.3 0.2 0.00
O -2.103522 1.488708 -9.130800 -0.2 0.7 0.4 -0.25
C -2.065986 0.342534 -8.495829 0.2 -1.7 0.2 0.71
O -2.586176 -0.656945 -8.908402 -0.4 0.1 -0.3 -0.59
O -1.343942 0.353436 -7.370268 0.9 1.0 0.1 -0.31
C -1.342081 -0.813675 -6.562859 -1.6 -0.4 0.4 -0.73
H -1.508069 4.748158 -9.027694 0.1 -0.2 0.2 0.39
H -2.885676 3.850400 -9.617799 -0.1 -0.2 0.4 0.32
H -1.421295 3.834328 -10.486060 0.3 -0.5 0.1 0.31
H -1.560027 2.928521 -7.577820 -0.8 -0.8 0.0 0.22
H -0.330130 2.387766 -8.603098 0.0 0.2 -0.5 0.30
H -0.456828 -0.872936 -5.941190 0.2 0.2 -0.3 0.22
H -1.537115 -1.728108 -7.119784 0.5 0.1 -0.3 0.39
H -2.228832 -0.718443 -5.927898 0.2 -0.1 0.3 0.32
C -4.772924 0.514780 5.144811 0.4 0.4 0.8 -1.00
C -3.790503 1.665721 5.282652 -0.2 -0.6 0.4 -0.28
O -2.745972 1.433198 4.314800 0.3 0.2 0.5 -0.30
C -2.653806 2.269635 3.309415 -1.0 0.3 -1.0 0.73
O -3.437422 3.145135 3.042959 0.0 0.4 0.2 -0.59
O -1.631172 1.939645 2.530663 0.4 -0.3 0.1 -0.24
C -1.506902 2.731725 1.378530 0.4 0.7 -2.3 -0.60
H -4.239013 -0.426038 5.257060 -0.2 -0.1 -0.3 0.21
H -5.270286 0.611747 4.183229 -0.1 -0.3 0.0 0.26
H -5.494799 0.587432 5.961064 -0.2 0.0 -0.2 0.43
H -3.242781 1.688100 6.225070 -0.3 -0.2 0.1 0.32
H -4.349903 2.596000 5.209959 0.6 0.3 -0.6 0.33
H -2.324277 2.718529 0.650017 -0.8 -0.3 0.8 0.30
H -0.727220 2.358192 0.713833 0.5 -0.3 0.8 0.12
H -1.304854 3.787317 1.548400 0.0 0.0 0.6 0.33
C 1.480021 -2.287051 0.432452 -1.4 -1.5 0.6 -1.24
C 1.306799 -0.847084 0.048741 1.9 -1.0 -0.3 0.07
O 0.592963 -0.863030 -1.195114 -0.4 0.6 0.7 -0.30
C 0.258775 0.351234 -1.636729 -0.2 -0.6 0.1 0.82
O 0.562105 1.390027 -1.133863 0.3 0.8 0.3 -0.61
O -0.490660 0.182991 -2.707354 -0.4 -0.6 -0.9 -0.29
C -0.730141 1.293379 -3.549085 -0.4 1.2 0.2 -0.61
H 1.923459 -2.404520 1.422165 0.5 0.1 -0.2 0.38
H 1.919686 -2.951128 -0.312760 0.7 0.6 0.0 0.37
H 0.516754 -2.804049 0.561426 -0.3 0.6 0.1 0.17
H 2.317494 -0.488108 -0.168984 -0.1 0.4 0.0 0.12
H 0.938308 -0.262232 0.889056 -0.8 0.2 -0.5 0.33
H -0.163709 2.155626 -3.193734 0.2 -0.1 -0.2 0.38
H -1.774489 1.612392 -3.504407 -0.1 -0.4 0.2 0.29
H -0.512081 1.046698 -4.584651 0.3 -0.2 0.1 0.10
C 8.793159 0.341624 5.527751 1.3 -0.4 0.4 -1.17
C 7.347696 -0.036529 5.695554 0.3 0.2 -0.5 -0.18
O 6.655143 0.591397 4.590298 0.5 -0.5 -0.1 -0.30
C 5.546289 -0.005453 4.189136 0.0 1.0 -0.3 0.66
O 4.903214 -0.796315 4.803806 -0.4 -1.0 0.5 -0.54
O 5.224645 0.492497 2.989581 0.2 -0.4 -0.2 -0.33
C 4.101142 -0.143501 2.415127 -1.2 -0.3 -0.5 -0.64
H 9.366210 0.048313 6.415672 -0.3 0.5 0.3 0.37
H 8.989354 1.378088 5.262354 -0.2 0.1 0.3 0.31
H 9.335341 -0.261645 4.792603 -0.6 0.0 -0.4 0.31
H 6.863888 0.309906 6.605831 0.3 0.0 0.2 0.30
H 7.322372 -1.126106 5.654452 -0.7 0.1 -0.1 0.29
H 3.997621 0.183181 1.381936 0.3 0.3 0.1 0.26
H 3.183137 0.105886 2.952621 0.1 0.1 0.0 0.33
H 4.148407 -1.234089 2.385340 0.5 0.1 0.3 0.32
```
Positions in Å, forces in eV/Å.

Output
* SMILES string: O=S1(=O)OCCO1.CCOC(=O)OC.CCOC(=O)OC.CCOC(=O)OC.CCOC(=O)OC
* LUMO energy: 0.426 eV
* HOMO-LUMO gap: 10.819 eV